i) 24
Properties=species:S:1:pos:R:3:lowdin_charge:R:1 method="wB97M-V/def2-TZVPD" e_lumo_ev=-0.45 orbital_gap_ev=10.4
H 0.4028 0.2442 -0.0157 0.024
H 1.5468 1.2630 -0.1722 0.028
H 4.5443 -0.3153 -1.2379 0.061
H 4.7339 -1.5791 -0.3039 0.035
H 1.3956 -0.0773 2.3127 0.070
H 2.3648 0.9883 2.9071 -0.009
H -1.5358 -0.9707 1.0589 0.073
H -1.6068 -2.2639 0.1653 0.003
H -2.8999 0.0684 -1.4222 0.035
H -3.2586 -0.1532 -2.8872 -0.006
H -0.2185 4.5344 -1.2778 0.067
H 1.1225 4.4054 -0.7799 -0.019
H 0.3738 -2.2996 -0.3833 0.033
H 1.2054 -3.4322 -0.8753 0.056
H -3.6018 0.1592 0.2308 -0.016
H -3.5000 -0.1827 1.8149 0.092
O 0.6307 1.1958 0.0932 -0.069
O 5.0122 -1.2037 -1.1605 -0.096
O 1.5489 0.8935 2.5000 -0.053
O -1.9090 -1.9244 0.9978 -0.065
O -3.5254 -0.3634 -2.0407 -0.017
O 0.2797 4.2081 -0.4815 -0.043
O 1.0027 -2.9949 -0.0168 -0.088
O -4.1082 -0.1996 0.9741 -0.097


ii) 24
Properties=species:S:1:pos:R:3:lowdin_charge:R:1 method="wB97M-V/def2-TZVPD" e_lumo_ev=0.09 orbital_gap_ev=11.0
O -1.9860 2.2216 -0.3719 -0.066
H -2.3483 2.8075 0.3055 0.050
H -1.7138 1.3942 0.0409 -0.019
O -0.2665 -1.2001 -2.0746 -0.076
H -0.5986 -0.4530 -2.6060 0.015
H 0.7222 -1.2497 -2.0989 0.046
O 1.9241 0.5046 -1.6070 -0.029
H 2.8623 0.4389 -1.7199 0.055
H 1.6979 -0.3060 -1.1501 0.010
O -0.9522 -0.0794 0.5403 -0.081
H -0.0016 -0.0920 0.7934 0.026
H -1.0548 -0.5482 -0.3164 0.055
O 1.9467 0.1597 0.9941 -0.059
H 2.1690 0.7687 0.2969 0.012
H 1.6957 0.7939 1.7042 0.090
O 1.2487 -2.6853 2.5431 -0.040
H 1.9071 -3.2335 2.1825 0.004
H 0.9624 -2.1769 1.7612 0.023
O -0.8082 -0.0959 3.4415 -0.114
H -1.0393 -0.1705 2.4490 0.030
H -0.7656 -0.9776 3.8741 0.044
O -1.6636 1.0426 -3.0144 -0.017
H -1.8482 1.6857 -3.6811 0.046
H -2.0894 1.4507 -2.2863 -0.006


Most stable structure: ii)


i) 24
Properties=species:S:1:pos:R:3:lowdin_charge:R:1 method="wB97M-V/def2-TZVPD" e_lumo_ev=-0.51 orbital_gap_ev=11.0
H 1.5133 1.2010 0.4646 0.039
H 1.2071 -0.1095 1.1710 0.027
H -0.3569 2.6271 -0.2351 0.002
H -1.2626 3.6670 0.4039 0.046
H -1.5455 2.6795 -1.4301 -0.011
H -1.6440 1.5298 -2.4193 0.033
H -0.5029 -4.1524 0.1443 0.042
H -0.4217 -2.6710 0.4742 0.021
H 5.6860 -0.0351 0.5631 0.027
H 7.0572 0.3410 0.0260 0.034
H 1.5870 -0.6980 -2.1635 0.039
H 1.6616 -1.1412 -0.7115 -0.003
H -3.8272 -0.0210 3.9990 0.033
H -3.0739 0.3060 2.7201 0.028
H -2.2018 -1.0774 -1.1660 0.013
H -3.5347 -0.7276 -1.8073 0.032
O 0.9221 0.8097 1.1175 -0.048
O -0.4407 3.1843 0.5469 -0.047
O -1.7969 2.4780 -2.3385 -0.036
O -0.9145 -3.3049 -0.0590 -0.049
O 6.6240 -0.0705 0.7823 -0.061
O 1.9032 -1.4158 -1.6033 -0.044
O -3.4184 -0.4353 3.2307 -0.061
O -2.9213 -1.4602 -1.6808 -0.055


ii) 24
Properties=species:S:1:pos:R:3:lowdin_charge:R:1 method="wB97M-V/def2-TZVPD" e_lumo_ev=0.09 orbital_gap_ev=11.0
O 0.9484 -2.0024 2.0759 -0.065
H 0.1664 -1.9932 2.6331 0.018
H 0.9302 -1.1595 1.5975 -0.008
O -2.4107 0.2772 -0.3788 -0.050
H -2.5843 1.2323 -0.3660 0.052
H -2.9529 -0.0744 -1.0945 0.083
O -1.6737 2.7958 0.8970 -0.045
H -1.3136 1.9839 1.2738 0.032
H -2.0632 3.2547 1.6484 0.053
O 2.8328 1.6149 1.5035 -0.063
H 3.0606 2.5428 1.6128 0.032
H 1.9415 1.6115 1.1315 0.003
O 0.8081 -2.0227 -3.9410 -0.065
H 1.5067 -2.5708 -4.3088 0.033
H 1.2645 -1.4234 -3.3369 -0.017
O -3.4164 -1.1950 1.9156 -0.065
H -2.6781 -1.3789 2.5020 0.021
H -3.0279 -0.7527 1.1446 -0.015
O 2.4227 -0.4725 -1.9674 -0.044
H 2.3135 0.4303 -2.2890 0.069
H 3.1671 -0.4249 -1.3558 0.072
O 0.4287 0.0643 0.0118 -0.067
H 0.8376 -0.4805 -0.6780 0.028
H -0.5078 0.1431 -0.2314 0.007


iii) 24
Properties=species:S:1:pos:R:3:lowdin_charge:R:1 method="wB97M-V/def2-TZVPD" e_lumo_ev=0.07 orbital_gap_ev=11.1
O 1.3917 2.0445 1.0052 -0.072
H 1.3027 1.2665 0.3732 0.012
H 1.0677 2.7115 0.4322 0.015
O -0.6753 0.1135 0.4092 -0.076
H -0.6843 0.3835 1.3482 0.069
H -0.3693 -0.8185 0.4072 0.023
O -1.5653 1.6715 -1.6328 -0.045
H -2.4173 2.0485 -1.4038 0.056
H -1.2243 1.3345 -0.8308 -0.044
O -0.2233 -2.6675 -0.0318 -0.022
H 0.6297 -2.9375 -0.3278 -0.007
H -0.6783 -3.0635 -0.7568 0.044
O 1.8727 -0.0055 -0.8488 -0.024
H 1.5367 -0.3965 -1.6488 0.081
H 2.7047 0.3685 -1.1348 0.090
O 2.4977 -2.5465 -0.3228 -0.048
H 2.4717 -2.6475 0.6092 0.035
H 2.2467 -1.6105 -0.4018 -0.014
O -2.8483 -0.7495 -2.2528 -0.026
H -2.6723 -1.6365 -1.9998 0.003
H -2.1303 -0.3035 -1.8528 -0.038
O -0.9973 2.4855 3.3442 -0.047
H -0.0963 2.2275 3.2532 -0.003
H -1.1393 2.7265 4.2652 0.037


iv) 24
Properties=species:S:1:pos:R:3:lowdin_charge:R:1 method="wB97M-V/def2-TZVPD" e_lumo_ev=-0.89 orbital_gap_ev=10.7
H -0.1435 0.1258 1.3082 0.056
H -1.1097 0.2795 0.0945 0.007
H 3.7527 1.2723 3.0616 -0.048
H 4.8387 1.7790 3.8687 0.069
H 1.6190 -1.6938 1.2782 -0.035
H 2.1153 -1.6934 2.7583 0.061
H -1.0996 1.8008 -3.5019 0.011
H -2.4252 1.4148 -4.1604 0.076
H 0.0177 -3.9883 -1.4891 0.000
H -0.9010 -3.7150 -0.4085 0.023
H 2.6583 2.3235 -1.5553 0.002
H 1.8018 1.2137 -0.7229 0.045
H -1.9569 2.5039 1.1233 0.081
H -2.9996 1.8791 0.1676 0.008
H -3.0502 -2.0315 -0.1187 0.059
H -2.9336 -0.8422 -0.7919 -0.017
O -0.2246 0.4535 0.3995 -0.030
O 4.4705 0.9502 3.4798 -0.021
O 1.8979 -2.2334 1.9632 -0.030
O -1.5007 1.7887 -4.3751 -0.090
O -0.3475 -4.4244 -0.7611 -0.023
O 2.0342 1.6304 -1.6132 -0.072
O -2.8867 2.6817 0.7004 -0.095
O -3.6273 -1.4749 -0.7052 -0.040


Most stable structure: ii)


i) 16
Properties=species:S:1:pos:R:3:lowdin_charge:R:1 method="wB97M-V/def2-TZVPD" e_lumo_ev=0.87 orbital_gap_ev=10.7
C -2.4798 0.0950 -0.4363 -0.096
C -1.6455 -0.9825 0.3317 -0.155
C -0.2101 -0.5985 0.1882 -0.273
C 1.7971 0.5579 -0.2456 -0.125
C 0.4969 0.7537 0.5053 -0.206
H -2.2572 1.0602 -0.0665 0.038
H -3.5576 0.0102 -0.3826 0.066
H -2.2466 0.1686 -1.5006 0.083
H -1.6867 -1.9408 -0.2491 0.120
H -1.9641 -1.0882 1.4366 0.143
H 2.6462 0.9257 0.3334 0.132
H 1.5688 0.9549 -1.2487 0.141
H 0.4736 0.8456 1.6445 0.177
N 0.7096 -1.4496 -0.0389 0.118
O 1.9996 -0.8643 -0.2376 -0.114
F -0.1880 1.9081 0.0163 -0.050


ii) 16
Properties=species:S:1:pos:R:3:lowdin_charge:R:1 method="wB97M-V/def2-TZVPD" e_lumo_ev=0.95 orbital_gap_ev=10.0
C -1.8970 -0.8964 -0.3060 -0.063
C -0.6170 -0.1669 0.2784 -0.358
C 1.0782 1.3482 -0.1254 -0.122
C 1.8682 0.0092 0.0842 -0.197
C 0.7762 -0.9366 0.3714 -0.141
H -2.0580 -1.7436 0.3223 0.100
H -1.7740 -1.0154 -1.4194 0.139
H -1.0375 0.1011 1.2481 0.141
H -1.0800 1.7012 -0.6696 0.212
H 1.1109 1.5978 1.0622 0.166
H 1.5824 1.9665 -0.8566 0.106
H 2.9158 0.0103 0.4406 0.146
H 0.6347 -1.7519 0.9791 0.106
N -0.2835 0.8787 -0.5139 -0.074
O 1.7281 -1.2241 -0.7728 -0.038
F -2.9475 0.1219 -0.1226 -0.121


Most stable structure: i)


i) 20
Properties=species:S:1:pos:R:3:lowdin_charge:R:1 method="wB97M-V/def2-TZVPD" e_lumo_ev=0.76 orbital_gap_ev=10.4
C 1.1091 -1.1628 -0.6674 -0.059
C 0.4169 0.2452 -0.8086 -0.374
C 0.1691 0.9015 0.5491 -0.063
N -0.8157 0.0565 -1.6744 0.063
C -1.9588 -0.3780 -1.0209 -0.602
N -3.2064 -0.0761 -1.5313 0.139
O -1.9948 -0.9016 0.0874 0.024
H 2.1912 -0.9779 -0.6283 0.070
H 0.7419 -1.6640 0.2276 0.070
H 0.9335 -1.8055 -1.5176 0.066
H 1.0241 0.8577 -1.5263 0.139
H 1.1672 0.9672 0.9803 0.078
H -0.2123 0.1910 1.2655 0.061
H -0.5457 1.6994 0.3795 0.088
H -0.9917 0.8848 -2.2305 0.120
H -3.4055 0.3834 -2.4023 0.086
H -3.9920 -0.1934 -0.9173 0.098
H 2.6116 -0.0905 3.3662 0.020
H 3.8405 0.4321 4.1536 0.043
O 2.9178 0.6309 3.9156 -0.066


ii) 20
Properties=species:S:1:pos:R:3:lowdin_charge:R:1 method="wB97M-V/def2-TZVPD" e_lumo_ev=0.63 orbital_gap_ev=9.5
C 1.6426 -0.5448 0.8928 -0.142
N 0.3862 0.1434 0.9764 -0.099
C -0.8579 -1.8207 -0.0964 -0.032
C -0.9055 -0.4460 0.6280 -0.288
C -1.7370 0.4962 -0.2705 -0.482
N -1.2885 1.7934 -0.3562 0.155
O -2.6393 0.1368 -1.0073 0.039
H 2.4271 0.2048 0.8550 0.075
H 1.7963 -1.3233 1.6587 0.080
H 1.7980 -1.2383 0.0519 0.070
H 0.2564 0.6763 1.8247 0.119
H -0.8915 -2.6066 0.6593 0.079
H 0.0193 -2.0002 -0.7114 0.066
H -1.7661 -1.8407 -0.6891 0.067
H -1.4833 -0.5524 1.5528 0.144
H -1.7757 2.4435 -0.9165 0.093
H -0.3066 2.0003 -0.2177 0.069
H 2.4611 1.1851 -1.5930 0.041
H 1.0390 1.3738 -1.5627 0.005
O 1.8254 1.9192 -1.6787 -0.062


iii) 20
Properties=species:S:1:pos:R:3:lowdin_charge:R:1 method="wB97M-V/def2-TZVPD" e_lumo_ev=0.78 orbital_gap_ev=10.1
O -1.9084 -2.2237 1.0529 0.005
C -1.4246 -2.0965 -0.0477 -0.358
N -1.0734 -0.8560 -0.5340 0.024
C -0.4234 -0.7279 -1.8669 -0.214
C 0.0811 0.6616 -1.9509 -0.212
C 1.3361 1.0323 -1.0814 -0.274
N 1.2152 2.3069 -0.3872 -0.018
H -1.3103 -3.0138 -0.6523 0.137
H -0.9505 -0.0204 0.0103 0.126
H 0.3636 -1.4938 -1.8564 0.120
H -1.1350 -0.9958 -2.6506 0.117
H -0.6677 1.4202 -1.6733 0.106
H 0.3194 1.0267 -2.9638 0.113
H 2.2171 1.1203 -1.7514 0.107
H 1.3616 0.2114 -0.3489 0.105
H 0.3553 2.8252 -0.5152 0.057
H 1.3725 2.1876 0.6038 0.058
H 1.6828 1.6676 4.6088 0.020
H 1.2988 0.2394 4.2137 0.032
O 1.5156 1.1042 3.8650 -0.050


iv) 20
Properties=species:S:1:pos:R:3:lowdin_charge:R:1 method="wB97M-V/def2-TZVPD" e_lumo_ev=-3.09 orbital_gap_ev=5.9
C 1.7194 0.6597 -1.2024 -0.371
N 0.3439 0.0563 -1.4356 -0.113
C -0.6740 1.0885 -1.2078 -0.067
C 0.1887 -0.9998 -0.4846 -0.165
C 0.5350 -0.5833 0.9904 -0.277
N -0.2810 -1.2760 1.8752 0.112
O 1.7316 1.1981 0.0070 -0.127
H 1.8781 1.3491 -2.0523 0.124
H -0.4664 1.8997 -1.9061 0.095
H -1.6502 0.6764 -1.4614 0.097
H -0.6592 1.4763 -0.1901 0.078
H -0.8546 -1.3173 -0.4717 0.121
H 0.8042 -1.8524 -0.7511 0.130
H 1.6031 -0.6848 1.1926 0.124
H 0.3291 0.5359 0.9938 0.172
H -1.6428 -0.5951 1.5912 -0.033
H 0.1929 -1.3583 2.7758 0.082
H 2.4202 -0.1914 -1.3258 0.119
H -3.1280 -0.0900 1.8313 0.018
O -2.3900 0.0083 1.2315 -0.118


Most stable structure: i)